A cluster of 8 separate species, C24H70N6O8 in total in a non-equilibrium geometry, computed with ωB97M-V with the def2-TZVPD basis set.

Cartesian coordinates (Å):
O -0.155 -0.972 1.833
H -0.953 -0.445 1.909
H -0.395 -1.831 1.476
H 0.449 -0.544 1.222
O 1.461 0.369 -1.077
H 1.729 0.609 -1.986
C -3.164 -5.449 1.111
C -1.857 -6.189 0.950
C -1.913 -7.273 -0.093
O -2.992 -8.080 0.160
C -3.425 -8.914 -0.907
N -0.990 -5.026 0.649
H -3.024 -4.797 1.974
H -4.039 -6.079 1.269
H -3.302 -4.831 0.224
H -1.576 -6.645 1.899
H -0.993 -7.839 -0.235
H -1.948 -6.686 -1.010
H -2.622 -9.404 -1.459
H -3.966 -8.265 -1.595
H -4.090 -9.701 -0.553
H -0.085 -5.460 0.539
H -1.250 -4.663 -0.256
C 3.660 4.715 0.130
C 4.104 4.276 1.533
C 3.484 5.107 2.623
O 4.120 6.413 2.762
C 3.703 7.340 3.806
N 3.921 2.867 1.634
H 3.937 5.743 -0.105
H 2.574 4.709 0.028
H 4.231 4.151 -0.608
H 5.153 4.555 1.630
H 3.685 4.529 3.524
H 2.401 5.161 2.510
H 2.665 7.629 3.646
H 4.231 8.293 3.780
H 3.878 6.886 4.782
H 4.841 2.482 1.473
H 3.338 2.598 0.855
C -4.189 -0.675 4.916
C -3.890 0.694 4.379
C -2.605 1.324 5.042
O -2.571 2.750 4.780
C -1.494 3.353 5.490
N -3.595 0.533 3.007
H -3.238 -1.202 4.997
H -4.848 -1.245 4.261
H -4.686 -0.659 5.886
H -4.662 1.445 4.546
H -1.708 0.772 4.763
H -2.860 1.191 6.094
H -1.436 4.411 5.234
H -0.532 2.972 5.148
H -1.481 3.337 6.579
H -4.458 0.276 2.549
H -3.353 1.385 2.522
C 6.021 -1.274 -2.171
C 5.858 -2.513 -1.318
C 7.176 -3.034 -0.727
O 7.925 -3.673 -1.695
C 9.340 -3.369 -1.685
N 5.022 -2.071 -0.166
H 6.706 -0.471 -1.901
H 5.083 -0.764 -2.389
H 6.236 -1.644 -3.174
H 5.464 -3.258 -2.009
H 7.047 -3.800 0.038
H 7.751 -2.180 -0.372
H 9.435 -2.358 -2.081
H 9.881 -4.006 -2.385
H 9.780 -3.457 -0.692
H 5.381 -1.209 0.219
H 4.242 -1.605 -0.606
C -3.724 4.937 -0.433
C -2.709 4.248 -1.328
C -1.891 5.217 -2.276
O -2.815 5.896 -3.152
C -2.487 7.211 -3.676
N -1.894 3.286 -0.578
H -3.254 5.647 0.248
H -4.263 4.107 0.023
H -4.403 5.622 -0.941
H -3.338 3.814 -2.105
H -1.113 4.620 -2.752
H -1.295 5.928 -1.705
H -1.536 7.271 -4.206
H -2.567 7.970 -2.898
H -3.275 7.327 -4.420
H -1.208 2.727 -1.066
H -1.292 3.845 0.010
C -0.868 -3.153 -4.300
C -2.064 -2.293 -3.976
C -3.441 -2.982 -4.449
O -4.462 -2.032 -4.735
C -5.157 -1.463 -3.636
N -1.980 -1.861 -2.612
H -0.755 -3.133 -5.384
H -1.009 -4.190 -3.995
H 0.065 -2.817 -3.850
H -2.026 -1.395 -4.592
H -3.841 -3.808 -3.861
H -3.190 -3.354 -5.442
H -5.258 -2.147 -2.793
H -6.167 -1.237 -3.979
H -4.629 -0.551 -3.356
H -2.649 -1.115 -2.481
H -1.071 -1.458 -2.431

For the relative energy (zero: lowest compared OMol25 entry of this formula, charge and spin), the calculation gives 190.0 kcal per mole. Its spin multiplicity is 1. The gap between HOMO and LUMO comes out at 6.00 eV. Its max |F| is 3.01 eV/Å. The total charge is 0.

Löwdin atomic charge list, values in e, 8 entries:
1 O 0.365
2 H 0.159
3 H 0.172
4 H 0.142
5 O -0.643
6 H -0.189
7 C -0.075
8 C -0.435